(1)
Density functional theory data (ωB97M-V/def2-TZVPD) for C41H99N3O10 as an isolated structure.

Energy relative to the best compared isomer or geometry (same formula, charge and spin), kcal per mole: 933.6
Largest force on an atom, Eh/bohr: 0.3462
Orbital gap, eV: 6.5

Geometry as ORCA input:
```
! RIJCOSX wB97M-V def2-TZVPD def2/J DEFGRID3
* xyz 0 1
H -1.9104 -2.8452 2.7060
H 1.3952 -0.2137 -2.0740
H -1.1782 0.0677 -0.0462
C 3.6568 0.7276 2.5570
C -1.6307 -0.4183 0.8183
H -0.8621 6.5264 -0.1327
H -0.7401 0.8758 -3.0219
C 0.1393 0.0426 4.2002
H 3.1003 3.6171 -1.5715
H -3.3163 4.5650 0.2005
H -3.0293 2.6414 -0.5885
C 0.5881 -0.2189 -1.3414
H 1.8249 3.0440 -2.6220
H -3.4217 -0.8652 -0.3546
H 3.0684 -0.5542 -0.4635
O -4.9267 -1.5437 3.2913
H -5.4574 -1.9911 0.2626
H 0.7796 2.7658 1.2569
C -2.7946 -3.1911 2.1706
H 1.0724 0.1071 0.8440
H -0.2295 1.0655 4.2760
H 1.3968 -4.1626 -1.5347
H -1.2970 -3.0175 -1.6277
H -1.8682 0.4318 4.5490
H 0.8285 0.5653 -0.6236
H 2.8603 1.9671 0.8965
H -2.2758 -1.9731 -4.9996
H 4.8016 1.1922 4.3897
H -0.7797 -0.4882 3.9516
H 3.8120 -3.1225 -1.8741
H -0.4183 -3.0102 -0.8584
H -1.0504 -4.5109 1.3800
C 2.9787 -1.7166 2.1204
H -5.7891 -1.3855 2.9004
C -2.1242 2.0631 -0.4027
H -2.8963 4.0019 -2.1579
H 4.2618 -1.4721 -2.3131
H 0.9187 6.1954 -1.2857
C 0.4765 0.3500 1.7237
H -3.4172 2.0667 3.7584
C -0.8518 4.8470 -1.4780
C -1.9474 4.4279 -2.4838
H -3.0173 -2.9789 -1.1606
H -1.5496 3.6414 -3.1252
H -1.4286 -1.0342 3.7193
H 0.9582 -5.1461 -0.0709
H 1.5996 1.7625 -4.8092
C -3.6067 -2.0924 1.3899
H -0.4754 2.5793 -3.4449
C 1.1912 -0.0080 3.0357
H -0.8134 -1.5583 -0.4055
H 0.9124 -2.0966 2.6750
O -1.0065 -3.5984 -0.3792
H 2.1808 -2.9681 -4.7299
C -2.8011 -2.8571 -3.2807
H 0.1426 1.3876 1.7115
H 3.2207 -2.7565 2.3401
H -0.4660 -2.8281 1.4695
C 0.6742 1.2231 -4.6073
H -2.8552 -0.9410 4.7922
H 3.9788 -1.9496 0.1916
O 2.2752 -2.0574 -2.7057
H -0.0188 1.4086 -5.4280
H 1.4160 -2.5842 -1.6599
O 0.5753 2.8803 -1.5760
C 0.3199 5.6928 -2.0452
H 0.4469 -0.1797 5.2220
C -2.2795 -2.6159 -1.8761
C -1.0126 2.9734 0.2329
H 4.4059 -1.0449 3.5427
H 4.5103 1.5064 0.6412
C -2.2209 0.5962 1.7609
H 3.6348 3.1363 -3.7029
C -2.2822 -0.4269 4.0205
H 2.0400 0.7103 -1.8945
C 3.1573 -1.6405 -0.4548
C 2.7400 2.7421 -2.1126
C -4.8708 -2.8256 0.6469
C 4.0969 -0.7651 2.5355
H 2.3552 -5.3483 -4.1010
H -2.4134 1.2073 0.2073
C 1.0102 -4.2881 0.5992
O 1.4898 -3.5117 -4.3444
C 3.4492 -2.0968 -1.9422
C 2.1040 -4.4755 -3.4983
N -0.2476 3.7273 -0.7600
H -2.3149 -1.5371 -1.7247
H 4.9094 -0.9205 1.8259
C -1.6325 4.0179 1.2703
H -5.4640 -3.4075 1.3523
O 0.4686 -2.4795 -1.5457
H 2.6046 -1.6368 1.0997
H 1.4890 -4.6765 1.4981
C 4.7244 1.5055 3.3486
C 0.2504 -1.4909 -0.6333
O 1.9616 2.2503 3.4509
H -0.2249 0.0869 -1.9999
C -2.4796 5.1029 0.6463
H 0.3203 1.2550 0.5473
H -4.5394 -3.3077 -0.2728
H -0.8579 -0.9356 1.3868
C 1.7304 -1.4608 3.0136
O 1.0025 -0.1255 -4.5582
H -2.8320 1.3008 1.1968
C 3.5577 1.1389 1.0226
H -0.4265 -0.2574 1.6623
H 1.2337 -5.8555 -1.9777
H -0.8892 4.5665 1.8488
H 0.8489 5.0899 -2.7833
H -4.7287 0.9651 4.1504
C -1.5796 5.7788 -0.4709
H 1.4382 2.9780 -1.1668
H 2.2167 2.4237 4.3600
H -0.1222 6.5158 -2.6068
H -2.1368 -2.2301 -0.1630
H 0.6221 1.6212 -2.3700
C 1.1280 -4.8360 -2.3486
H -3.4681 -3.5794 2.9347
H 1.5836 -3.5238 0.0746
O 3.6871 2.4025 -3.0861
H 1.9774 1.5996 -0.3560
H -4.7563 1.6146 2.6278
H 2.2589 -2.0615 -0.0036
H -1.8074 1.4610 -1.2543
C 2.5484 1.4464 -1.2717
H -2.8119 -3.9321 -3.4607
H 3.2270 0.3749 0.3191
C -4.0345 1.2598 3.3635
H -2.2518 3.4603 1.9729
H -2.2604 5.1690 -3.2192
H -2.3498 6.3084 -1.0315
H 3.0870 -4.1547 -3.1537
N -4.1279 -1.0073 2.3300
H 3.5610 1.1767 -0.9717
H -3.7886 -2.3958 -3.2846
C -2.7354 -1.4314 0.2751
C -0.4184 -3.7599 0.9060
C 0.0146 1.6205 -3.2750
C -0.0797 2.1200 1.0762
H -0.4472 1.8753 2.0728
H 0.0653 -4.7755 -2.5832
H 1.9063 -1.8165 4.0288
O -1.8676 -2.2229 -4.1674
H 4.6169 2.5872 3.2689
H 0.8727 -1.6248 0.2514
H -2.4533 -4.0314 1.5660
H -2.8325 5.7768 1.4270
H 1.6216 -0.4389 -5.2216
H -1.4409 1.0935 2.3374
H 5.6876 1.1948 2.9437
C -3.1789 0.0398 2.8251
N 2.3667 0.9058 3.3044
H 2.4840 -2.1255 -3.6402
*
```

Löwdin population analysis, charges in e, atoms 1 to 2:
1 H 0.069
2 H 0.069

=====

(2)
Density functional theory data (ωB97M-V/def2-TZVPD) for a 4-piece molecular cluster, C42H100N12O4P3Si2 overall.

Largest force on an atom, Eh/bohr: 0.1522
Orbital gap, eV: 5.5

Geometry as ORCA input:
```
! RIJCOSX wB97M-V def2-TZVPD def2/J DEFGRID3
* xyz 1 1
N 7.9472 -9.7101 2.1896
H -9.3863 4.9967 4.9984
H -7.8272 4.2942 1.6876
C -6.6767 6.8421 6.1727
H -7.8007 8.4627 4.2489
H -8.3957 8.1874 2.6036
H 3.9400 5.6834 -1.5109
H -0.5691 2.6451 1.0389
C -1.5379 1.0182 2.3066
C 3.4214 6.2181 -0.6491
N -2.4818 -6.5510 -5.7685
H -0.5895 -0.3568 0.8192
H 0.1445 9.7524 -0.4905
H -5.2917 4.6324 6.2576
C -2.0116 -3.8115 -7.8975
O -1.7312 8.4339 1.8787
H 1.5550 5.3428 0.2057
H -1.8444 -8.3706 -6.6453
C -1.4234 -7.5051 -6.1292
C 6.0250 -8.4269 -0.4660
H -8.4480 3.4934 3.1423
H -2.2892 2.2203 0.5554
H -1.5666 8.0393 -2.7734
C -1.6050 2.4179 1.4656
H 6.7918 -10.9428 0.9020
C -3.3514 -7.1887 -4.7829
O -0.9421 -5.4431 -4.3626
H 7.2119 -11.6627 2.4277
H -2.9923 -7.0647 -3.7586
H -6.4467 3.6051 5.3917
C -7.4968 8.3482 3.2116
H 4.9491 -8.3358 -0.6424
H 2.9466 0.3465 1.5142
H -2.5865 -3.2416 -8.6329
H -6.7493 6.5945 7.2356
H -5.1134 6.7380 1.5370
N 1.0125 7.1473 -0.9747
C 3.2394 -5.3223 -2.3883
P -6.5212 5.7096 3.6546
N -0.4650 8.9640 -0.1834
H 0.5924 -3.2769 -0.7231
H 2.2170 7.2549 -4.8418
H 0.8941 7.8396 2.0427
C -5.9887 7.3832 1.6634
H 1.9660 5.6710 -3.7865
N 6.3441 -8.3139 0.9524
P -1.8771 -4.9578 -5.4883
C -2.2799 -2.7892 -4.0109
H 0.5856 0.9045 1.5114
C 5.4161 -7.3453 1.5445
H -4.6730 -3.5308 -3.4814
N -2.8804 -4.3805 -6.8540
H -4.6573 -3.2387 -5.2234
H 8.4012 -10.5790 4.0833
H -1.9075 10.2051 0.7999
H 9.7873 -9.8741 -1.2592
H -7.0819 9.3215 2.9306
H -0.7759 6.5297 3.9077
Si 2.5571 -2.2330 1.4797
H 5.6665 -7.1720 2.5974
H -0.1119 4.3382 3.2498
H -4.8269 -4.8731 -4.5617
H 1.6062 5.1539 -1.6126
H 2.3751 9.8856 -2.3177
O -5.0063 5.7130 3.9448
H -3.4585 -8.2593 -4.9797
H -6.8953 4.2950 6.9475
H -0.4431 4.7524 1.4764
H -6.7455 7.0688 0.9343
H 1.5522 9.8196 -4.0034
N 0.3696 7.2166 1.4110
H 6.5351 -7.6745 -1.0722
C -3.9401 -5.1444 -7.5029
N -2.8711 -4.0641 -4.4138
C 8.1800 -9.6043 3.6393
H -2.5419 3.2683 3.3862
C -6.3522 4.4966 6.0219
C -0.8263 7.3912 -3.3600
C 0.3352 -0.8587 2.8512
H 3.4930 -3.0539 3.7711
H -0.2920 10.0560 1.6548
C -8.5414 4.3859 2.5132
H 5.1509 -3.7862 0.4885
O 8.0051 -6.6360 0.9080
C -0.9263 4.6801 2.5247
H -3.5608 -6.0108 -8.0530
H -2.3933 -2.0332 -4.7979
C 4.4489 -5.0162 -1.4613
C 1.8272 5.8926 -0.7533
Si 0.9591 7.7593 -2.6906
H -1.4710 1.2631 3.4237
C 4.2741 -4.0458 -0.2039
H -0.8542 7.6902 -4.4598
C -1.3813 6.1602 3.0159
H -5.7001 7.2983 5.9948
H 5.9463 -10.4303 2.3789
C -0.2657 0.1796 1.7826
H 1.3297 -0.4212 3.2496
H -4.6975 -5.4796 -6.7944
C 0.3570 7.7592 0.0186
C 0.7579 -2.2646 2.1358
H -1.4506 -4.5971 -8.4165
C 6.9163 -10.7160 1.9607
H 5.4574 -5.4959 -1.6738
H -9.2808 6.7548 4.7619
C -1.0873 9.4457 1.0931
H 1.9839 -0.2903 0.0059
H 3.8051 -0.5681 0.0658
N -6.9142 5.6686 5.3356
H 9.0441 -8.9606 3.8365
H 3.6019 7.3437 -0.7501
C 1.8462 -4.6977 -2.1217
C -1.0866 7.1477 1.7602
C -4.3130 -3.9232 -4.4380
H -9.5407 4.4036 2.0693
H 4.0751 -1.3517 3.2625
H 7.3116 -9.1706 4.1486
H 4.3916 -7.7226 1.5164
H -1.0437 6.2838 -3.1970
N -6.5059 7.3064 3.0286
H 4.8276 -2.8032 2.4248
H 11.1330 -8.3331 -0.2665
H -1.2897 -3.1191 -7.4509
H -4.3677 -6.7991 -4.8537
H 8.1408 -10.1669 -0.8168
H -2.5243 6.1356 3.2129
H 5.4448 -6.3847 1.0212
H -2.7346 -2.4091 -3.0897
C 2.8633 -0.4668 0.7159
H 3.2512 7.0070 -3.3450
C 2.2158 6.7823 -3.8054
H -0.7073 -7.0378 -6.8144
H -7.4536 7.5919 6.0176
H 0.0348 -2.3722 1.2404
H 9.4413 -10.7463 0.2372
H -1.5879 6.6193 0.8572
H -10.3126 5.8084 3.7314
H -0.3415 -1.0107 3.7587
H 10.9042 -8.9350 1.3949
C 9.1120 -9.9148 -0.3985
C 10.4897 -8.2804 0.6183
H 10.5508 -7.2499 0.9812
H 6.2748 -9.4194 -0.8435
H 3.8653 5.8338 0.3377
C 2.8568 -3.4578 0.0032
H 3.3720 -6.0152 -3.2963
N -8.2699 5.6102 3.2847
H -5.6608 8.3983 1.4148
H -1.2109 -2.8987 -3.8033
H 0.9290 -4.8920 -2.7824
P 7.9791 -8.0767 1.4571
H 0.5933 10.3035 -2.5177
C 3.8509 -2.4173 2.8861
H 0.5245 -3.1554 2.8311
H -4.4730 -4.5063 -8.2174
C -9.3474 5.7945 4.2508
C -2.1548 3.6480 2.3823
H -2.9821 4.1884 1.7875
N 9.1099 -8.6455 0.3003
C 1.6272 -3.7464 -0.9033
H -0.8716 -7.8528 -5.2500
C 1.4213 9.6033 -2.8767
H -2.4833 0.4422 2.0184
*
```

Löwdin population analysis, charges in e, atoms 1 to 2:
1 N -0.304
2 H 0.087